[1]
Here is a cluster of 7 separate species, C41H50BN7O3S2 in total from the Open Molecules 2025 dataset. Energies are from ωB97M-V with the def2-TZVPD basis set.

XYZ file:
```
104
Properties=species:S:1:pos:R:3:lowdin_charge:R:1
O 0.767 0.866 0.301 0.085
C 0.739 1.196 -0.842 -0.350
O 0.736 2.470 -1.232 -0.049
C 0.837 2.723 -2.659 -0.179
C 0.561 4.205 -2.906 -0.127
B 0.539 5.059 -1.582 -0.119
C -0.757 5.858 -1.211 -0.156
C -1.867 4.841 -0.841 -0.265
C -3.261 5.220 -1.356 -0.455
S -3.649 4.441 -2.959 0.861
C -5.275 3.687 -2.785 -1.090
S -6.500 4.293 -3.652 0.728
N -5.405 2.466 -2.107 -0.198
C -5.423 1.334 -3.056 -0.158
C -5.649 0.027 -2.324 -0.191
O -4.696 -0.161 -1.297 -0.122
C -4.832 0.880 -0.353 -0.191
C -4.506 2.221 -0.981 -0.170
H 0.703 0.477 -1.681 0.154
H 1.824 2.429 -3.010 0.105
H 0.090 2.106 -3.164 0.124
H -0.368 4.311 -3.471 0.095
H 1.363 4.607 -3.536 0.098
H 1.504 5.088 -0.878 0.083
H -1.081 6.410 -2.103 0.108
H -0.611 6.576 -0.404 0.094
H -1.907 4.722 0.243 0.118
H -1.620 3.856 -1.248 0.073
H -4.032 4.972 -0.634 0.065
H -3.330 6.296 -1.523 0.074
H -4.481 1.300 -3.621 0.133
H -6.244 1.497 -3.753 0.106
H -5.554 -0.810 -3.013 0.129
H -6.661 0.023 -1.897 0.131
H -4.149 0.670 0.469 0.130
H -5.861 0.893 0.030 0.130
H -4.651 3.002 -0.237 0.120
H -3.452 2.219 -1.297 0.114
C 3.028 -1.707 2.736 -0.085
C 3.950 -2.714 2.970 -0.087
C 4.007 -3.783 2.088 -0.170
N 3.223 -3.892 1.016 0.053
C 2.349 -2.911 0.802 -0.159
C 2.205 -1.802 1.625 -0.066
H 2.946 -0.866 3.412 0.097
H 4.610 -2.684 3.828 0.099
H 4.712 -4.588 2.264 0.074
H 1.719 -3.022 -0.075 0.099
H 1.471 -1.042 1.399 0.073
C 4.711 1.998 -7.171 -0.076
C 4.640 3.268 -6.622 -0.070
C 3.563 3.576 -5.805 -0.150
N 2.587 2.717 -5.519 0.054
C 2.666 1.501 -6.055 -0.150
C 3.702 1.094 -6.883 -0.069
H 5.536 1.719 -7.813 0.106
H 5.403 4.009 -6.818 0.102
H 3.479 4.561 -5.358 0.102
H 1.860 0.817 -5.810 0.105
H 3.713 0.091 -7.288 0.103
C -11.687 4.725 -4.722 -0.084
C -12.698 3.967 -4.155 -0.080
C -12.353 2.988 -3.235 -0.162
N -11.101 2.732 -2.864 0.051
C -10.137 3.468 -3.417 -0.164
C -10.378 4.470 -4.346 -0.077
H -11.914 5.499 -5.444 0.103
H -13.735 4.127 -4.417 0.098
H -13.121 2.377 -2.771 0.100
H -9.122 3.247 -3.107 0.053
H -9.554 5.035 -4.760 0.090
C 3.643 -6.029 5.021 -0.071
C 4.820 -6.634 5.431 -0.087
C 4.760 -7.930 5.922 -0.163
N 3.632 -8.629 6.022 0.048
C 2.509 -8.034 5.624 -0.160
C 2.460 -6.744 5.117 -0.065
H 3.650 -5.021 4.626 0.084
H 5.767 -6.114 5.363 0.089
H 5.663 -8.435 6.250 0.101
H 1.602 -8.623 5.714 0.100
H 1.519 -6.312 4.804 0.103
C 1.170 0.372 7.425 -0.083
C 2.089 -0.638 7.664 -0.074
C 2.149 -1.700 6.772 -0.156
N 1.369 -1.804 5.699 0.056
C 0.491 -0.828 5.481 -0.157
C 0.354 0.277 6.310 -0.073
H 1.093 1.218 8.096 0.104
H 2.747 -0.608 8.521 0.100
H 2.857 -2.507 6.927 0.102
H -0.129 -0.934 4.598 0.105
H -0.376 1.041 6.081 0.100
C 9.350 -6.547 1.860 -0.079
C 9.289 -5.185 2.111 -0.073
C 8.118 -4.662 2.640 -0.148
N 7.047 -5.400 2.921 0.051
C 7.116 -6.706 2.673 -0.151
C 8.240 -7.325 2.146 -0.067
H 10.246 -6.992 1.447 0.105
H 10.129 -4.537 1.901 0.101
H 8.034 -3.601 2.846 0.104
H 6.228 -7.284 2.908 0.101
H 8.240 -8.391 1.965 0.103
```

Summary:
HOMO = -8.449 eV
SMILES string = O=COCCBCCCSC(=S)N1CCOCC1.c1ccncc1.c1ccncc1.c1ccncc1.c1ccncc1.c1ccncc1.c1ccncc1


[2]
Here is a structure of composition C41H50N11O2Sr from the Open Molecules 2025 dataset. Energies are from ωB97M-V with the def2-TZVPD basis set.

XYZ file:
```
105
Properties=species:S:1:pos:R:3:lowdin_charge:R:1
Sr 0.477 -0.326 -0.987 1.575
C -2.667 -5.667 -2.005 -0.063
C -1.581 -5.500 -1.152 -0.055
C -1.211 -4.226 -0.777 -0.005
C -1.950 -3.145 -1.276 -0.393
N -2.966 -3.304 -2.117 0.113
C -3.310 -4.534 -2.465 -0.140
N -1.542 -1.855 -0.970 0.042
C -1.837 -1.306 0.156 -0.358
N -1.164 -0.215 0.561 -0.079
C -1.290 -0.098 1.898 -0.291
N -0.568 0.729 2.580 0.146
C -0.072 0.458 3.817 -0.383
C -0.127 1.362 4.893 -0.046
C 0.582 1.066 6.038 -0.094
C 1.337 -0.102 6.097 -0.092
C 1.313 -0.939 4.993 -0.156
N 0.637 -0.678 3.893 0.135
C -2.359 -1.011 2.355 -0.075
C -3.055 -1.121 3.539 0.005
C -4.153 -1.973 3.575 -0.057
C -4.539 -2.691 2.454 -0.056
C -3.838 -2.590 1.256 0.009
C -2.745 -1.748 1.225 -0.073
H -3.002 -6.650 -2.293 0.102
H -1.035 -6.355 -0.783 0.111
H -0.378 -4.038 -0.112 0.120
H -4.154 -4.601 -3.139 0.109
H -0.734 2.251 4.819 0.111
H 0.553 1.735 6.890 0.107
H 1.885 -0.373 6.987 0.095
H 1.869 -1.868 4.979 0.105
H -2.776 -0.542 4.405 0.115
H -4.722 -2.066 4.490 0.109
H -5.408 -3.330 2.509 0.109
H -4.160 -3.134 0.380 0.111
C 0.139 4.177 -2.365 -0.042
C -0.684 2.942 -2.641 -0.206
C -1.931 2.733 -2.040 -0.188
C -2.541 3.731 -1.089 -0.032
C -2.650 1.574 -2.341 -0.188
C -3.931 1.257 -1.620 -0.035
C -2.223 0.712 -3.359 -0.184
C -3.161 -0.394 -3.761 -0.039
C -0.986 0.930 -3.974 -0.195
C -0.495 0.091 -5.128 -0.053
C -0.192 2.010 -3.562 -0.206
C 1.195 2.178 -4.134 -0.024
H 0.077 4.855 -3.218 0.102
H 1.187 3.924 -2.219 0.066
H -0.198 4.725 -1.491 0.067
H -2.372 3.432 -0.053 0.090
H -3.615 3.790 -1.252 0.084
H -2.139 4.729 -1.230 0.070
H -4.793 1.614 -2.186 0.100
H -3.954 1.702 -0.631 0.075
H -4.033 0.182 -1.498 0.072
H -3.220 -1.159 -2.986 0.045
H -2.876 -0.880 -4.687 0.066
H -4.159 0.014 -3.906 0.091
H -0.351 0.726 -6.002 0.095
H -1.198 -0.683 -5.406 0.053
H 0.453 -0.387 -4.883 0.074
H 1.429 3.220 -4.332 0.081
H 1.316 1.638 -5.065 0.067
H 1.931 1.785 -3.424 0.092
N 0.657 1.970 0.068 -0.028
C 2.061 2.332 0.222 -0.260
C 2.236 3.550 1.167 -0.121
C 3.192 3.420 2.352 -0.172
C 2.560 2.569 3.453 -0.172
N 3.417 2.421 4.618 0.101
C 4.438 1.575 4.716 -0.439
N 5.166 1.569 5.848 0.191
N 4.726 0.743 3.738 0.237
C 2.812 0.984 0.468 -0.583
O 3.713 0.877 1.305 -0.009
O 2.456 0.073 -0.310 -0.270
H 0.125 2.773 -0.253 0.064
H 0.277 1.715 0.984 0.050
H 2.426 2.626 -0.770 0.136
H 1.251 3.806 1.569 0.116
H 2.570 4.398 0.566 0.116
H 3.411 4.416 2.745 0.118
H 4.126 2.972 2.019 0.107
H 2.308 1.583 3.064 0.109
H 1.635 3.032 3.797 0.122
H 3.283 3.084 5.366 0.158
H 4.953 2.185 6.613 0.119
H 5.939 0.934 5.948 0.121
H 4.251 0.783 2.816 0.062
H 5.481 0.083 3.831 0.134
N -0.312 -2.568 -3.747 0.157
C 0.927 -2.954 -3.379 -0.388
C 1.550 -4.035 -4.037 -0.012
C 2.824 -4.391 -3.673 -0.062
C 3.463 -3.665 -2.669 -0.071
C 2.791 -2.613 -2.086 -0.142
N 1.548 -2.254 -2.422 0.011
H -0.859 -3.171 -4.337 0.120
H -0.799 -1.898 -3.173 0.052
H 1.019 -4.565 -4.814 0.112
H 3.326 -5.217 -4.152 0.112
H 4.465 -3.914 -2.363 0.101
H 3.249 -2.006 -1.318 0.095
```

Summary:
Relative energy (zero: lowest compared OMol25 entry of this formula, charge and spin) = 0.0 kcal/mol
HOMO = -10.140 eV
Net charge = +1